{"formula": "C42H57BF6N4O3P2Ti", "method": "ωB97M-V/def2-TZVPD", "species": ["Ti", "O", "C", "C", "C", "C", "C", "C", "C", "N", "N", "C", "O", "C", "C", "C", "C", "C", "C", "H", "H", "H", "H", "H", "H", "H", "H", "H", "H", "C", "C", "C", "C", "P", "C", "N", "B", "N", "C", "P", "C", "C", "C", "C", "C", "C", "C", "C", "C", "C", "C", "C", "C", "C", "C", "C", "C", "C", "H", "H", "H", "H", "H", "H", "H", "H", "H", "H", "H", "H", "H", "H", "H", "H", "H", "H", "H", "H", "H", "H", "H", "H", "H", "H", "H", "H", "H", "H", "H", "H", "H", "H", "H", "H", "H", "H", "H", "H", "H", "H", "H", "H", "C", "C", "O", "C", "F", "F", "F", "C", "F", "F", "F", "H", "H", "H"], "xyz": [[0.7376, -0.1071, 1.2663], [0.2393, 1.1458, 2.4041], [-0.4755, 1.2829, 3.5069], [-0.5214, 2.5026, 4.1800], [-1.2325, 2.6496, 5.3607], [-1.9057, 1.5582, 5.9071], [-1.8853, 0.3438, 5.2586], [-1.2003, 0.1698, 4.0387], [-1.2142, -1.0723, 3.3605], [-0.5601, -1.2880, 2.2176], [-0.6976, -2.5210, 1.6581], [0.0362, -2.6229, 0.5825], [0.7905, -1.6223, 0.1975], [-0.0394, -3.8638, -0.1912], [0.1129, -3.8393, -1.5788], [0.0451, -5.0075, -2.3157], [-0.1613, -6.2255, -1.6824], [-0.3247, -6.2561, -0.3024], [-0.2684, -5.0905, 0.4383], [0.0361, 3.3308, 3.7587], [-1.2593, 3.6099, 5.8606], [-2.4452, 1.6662, 6.8399], [-2.3996, -0.5094, 5.6869], [-1.7796, -1.9027, 3.7767], [0.2507, -2.8811, -2.0603], [0.1514, -4.9772, -3.3933], [-0.2009, -7.1430, -2.2554], [-0.4931, -7.2033, 0.1950], [-0.3932, -5.1017, 1.5120], [3.9351, -0.2680, -4.3376], [3.8667, -0.7713, -2.8952], [3.0342, -2.0645, -2.8790], [5.2808, -1.1105, -2.4160], [3.0554, 0.2914, -1.5240], [1.5406, 0.7773, -2.4856], [0.4053, 1.2862, -1.7292], [-0.1543, 0.9710, -0.4013], [-1.4667, 1.6408, -0.4615], [-2.6078, 1.6070, 0.4283], [-3.3706, -0.0810, 0.8248], [-3.7603, -0.9449, -0.8483], [-3.9978, -2.4126, -0.4610], [-2.5014, -0.9232, -1.7230], [-4.9300, -0.4130, -1.6716], [-5.0346, 0.5810, 1.5230], [-5.8566, -0.6576, 1.8919], [-5.9073, 1.5335, 0.7014], [-4.6635, 1.2979, 2.8254], [-1.6033, 2.3262, -1.6475], [-2.6427, 3.1045, -2.1379], [-2.5102, 3.6995, -3.3877], [-1.3697, 3.4987, -4.1472], [-0.3390, 2.6883, -3.6828], [-0.4540, 2.1102, -2.4264], [3.9043, 2.0070, -1.5062], [5.1669, 1.9280, -0.6430], [4.2908, 2.6338, -2.8452], [2.9155, 2.9271, -0.7733], [4.2099, -1.1060, -4.9861], [4.6866, 0.5076, -4.4690], [2.9767, 0.1192, -4.6844], [3.6212, -2.9052, -3.2582], [2.1520, -1.9675, -3.5126], [2.7018, -2.3010, -1.8669], [5.7154, -1.8969, -3.0393], [5.2509, -1.4622, -1.3830], [5.9350, -0.2403, -2.4664], [1.2193, -0.1142, -3.0376], [1.8289, 1.5305, -3.2220], [-3.3765, 2.2684, 0.0309], [-2.3120, 1.9707, 1.4189], [-3.1545, -2.7857, 0.1215], [-4.8972, -2.5382, 0.1410], [-4.0946, -3.0316, -1.3585], [-2.5880, -1.6964, -2.4929], [-2.3776, 0.0357, -2.2216], [-1.6119, -1.1272, -1.1237], [-5.8855, -0.6296, -1.1951], [-4.9309, -0.8998, -2.6521], [-4.8387, 0.6620, -1.8323], [-6.2107, -1.1789, 1.0033], [-6.7337, -0.3736, 2.4808], [-5.2460, -1.3461, 2.4784], [-6.3681, 1.0409, -0.1501], [-5.3525, 2.4007, 0.3414], [-6.7135, 1.9033, 1.3431], [-3.9550, 0.7129, 3.4028], [-5.5557, 1.4501, 3.4401], [-4.2166, 2.2756, 2.6396], [-3.5571, 3.2479, -1.5774], [-3.3104, 4.3192, -3.7723], [-1.2889, 3.9632, -5.1217], [0.5265, 2.5239, -4.3113], [5.9133, 1.2590, -1.0710], [4.9035, 1.5812, 0.3520], [5.6165, 2.9211, -0.5505], [5.1483, 2.1224, -3.2823], [4.5773, 3.6762, -2.6771], [3.4745, 2.6273, -3.5672], [2.5153, 2.4215, 0.1089], [2.0846, 3.2208, -1.4150], [3.4286, 3.8361, -0.4463], [4.9014, -0.7250, 2.1901], [3.5331, -0.1296, 2.5805], [2.7176, 0.1713, 1.5180], [2.8661, -1.1939, 3.5010], [1.8577, -0.6986, 4.2225], [3.7072, -1.7869, 4.3740], [2.3713, -2.1865, 2.7402], [3.7583, 1.1518, 3.4572], [2.7365, 1.9990, 3.3742], [3.9599, 0.8878, 4.7669], [4.8553, 1.8396, 3.0568], [4.7381, -1.7221, 1.7836], [5.5555, -0.7834, 3.0586], [5.3630, -0.1076, 1.4259]], "atomic_forces_ev_per_a": [[2.563, 0.968, -0.312], [-0.746, 1.221, 1.429], [-0.744, 0.199, 1.034], [0.145, -0.018, -0.222], [-0.017, 0.061, 0.014], [-0.068, -0.011, 0.051], [0.012, 0.001, -0.033], [0.287, 0.103, -0.349], [-0.188, -0.159, 0.407], [0.494, 0.207, -0.399], [-0.089, -0.743, -0.460], [-0.654, -0.023, 0.978], [-0.255, -1.928, -1.051], [0.142, -0.395, -0.393], [-0.056, 0.198, 0.262], [0.018, -0.193, -0.145], [-0.026, 0.079, 0.068], [-0.015, -0.144, -0.077], [0.020, 0.240, 0.017], [-0.012, 0.008, -0.016], [0.040, -0.003, -0.008], [-0.008, -0.014, 0.006], [-0.039, -0.015, -0.036], [0.038, 0.036, -0.078], [0.085, 0.020, -0.063], [0.018, 0.047, -0.009], [-0.007, 0.001, -0.022], [0.002, 0.002, 0.032], [-0.003, -0.011, 0.024], [-0.009, 0.085, 0.117], [-0.034, -0.026, 0.225], [-0.035, 0.076, 0.093], [-0.124, 0.081, 0.067], [0.261, 0.542, -0.750], [-0.029, -0.222, 0.206], [0.182, -0.139, 0.226], [-0.706, 0.656, -1.340], [0.196, -0.123, 0.235], [0.028, -0.350, 0.367], [-0.377, 0.323, -0.539], [0.084, 0.039, 0.243], [-0.014, 0.046, 0.059], [-0.011, 0.061, 0.163], [0.147, -0.052, 0.072], [0.126, -0.193, 0.004], [0.055, 0.054, -0.056], [0.089, -0.122, -0.047], [0.096, 0.040, -0.030], [-0.059, 0.117, -0.310], [-0.087, -0.021, 0.058], [-0.030, 0.018, -0.044], [-0.062, 0.044, -0.105], [0.081, -0.007, -0.057], [-0.223, 0.150, -0.143], [0.099, -0.088, 0.075], [-0.135, -0.120, -0.022], [-0.066, -0.119, 0.093], [-0.030, -0.142, -0.075], [-0.007, -0.005, -0.042], [-0.015, 0.018, -0.024], [-0.043, -0.004, -0.044], [0.036, 0.004, -0.048], [-0.072, -0.038, 0.020], [-0.026, -0.135, 0.017], [-0.004, -0.024, -0.026], [0.104, -0.044, 0.040], [0.053, -0.012, -0.009], [0.036, 0.080, -0.054], [-0.024, -0.129, 0.051], [0.132, -0.010, 0.197], [-0.068, 0.081, -0.076], [0.053, -0.066, 0.009], [-0.031, -0.053, -0.004], [-0.038, 0.036, -0.044], [-0.010, -0.038, 0.016], [0.071, 0.027, -0.033], [0.102, -0.053, -0.080], [-0.046, 0.039, -0.030], [-0.012, -0.024, -0.025], [-0.059, 0.026, -0.062], [-0.037, -0.040, -0.004], [-0.004, 0.042, 0.046], [-0.072, -0.085, 0.043], [-0.018, 0.063, -0.011], [-0.029, 0.037, -0.002], [0.000, 0.042, 0.012], [0.163, -0.074, 0.182], [-0.059, 0.018, -0.041], [0.019, 0.019, 0.009], [0.032, 0.067, 0.003], [-0.018, -0.006, 0.012], [0.038, -0.006, -0.016], [-0.015, -0.016, 0.030], [0.046, -0.006, 0.070], [0.060, -0.009, 0.128], [-0.008, 0.022, 0.000], [0.021, 0.029, -0.048], [0.002, 0.034, -0.015], [-0.004, 0.032, -0.066], [-0.032, 0.136, 0.052], [-0.059, -0.003, 0.024], [0.046, 0.006, -0.010], [-0.319, 0.194, -0.147], [-0.068, -0.004, 0.298], [-0.170, -0.466, 0.692], [-0.025, -0.254, -0.044], [-0.258, 0.110, -0.006], [0.146, 0.144, -0.027], [-0.044, -0.015, -0.016], [0.075, 0.270, -0.152], [-0.015, -0.059, 0.114], [0.051, -0.117, -0.087], [0.000, -0.093, -0.171], [0.022, -0.008, -0.010], [0.050, -0.042, -0.028], [-0.004, 0.020, -0.001]], "lumo_energy_ha": [0.091, 0.091], "e_above_lowest_ev": 0.5551, "gap_ev": [5.17, 7.52], "spin_multiplicity": 2, "charge": -1}


{"formula": "C55H49ClN2O5SiTc", "method": "ωB97M-V/def2-TZVPD", "species": ["Tc", "O", "C", "C", "C", "C", "C", "C", "C", "C", "C", "O", "C", "C", "C", "C", "C", "C", "C", "C", "C", "C", "C", "C", "N", "C", "C", "C", "C", "C", "C", "C", "C", "C", "C", "C", "C", "H", "H", "H", "H", "H", "H", "H", "H", "H", "H", "H", "H", "H", "H", "H", "H", "H", "H", "H", "H", "H", "H", "H", "H", "H", "H", "H", "C", "Si", "C", "C", "N", "C", "C", "C", "C", "C", "C", "O", "C", "C", "C", "C", "C", "C", "H", "H", "H", "H", "H", "H", "H", "H", "H", "H", "H", "H", "H", "H", "H", "H", "H", "H", "Cl", "C", "C", "C", "C", "O", "C", "C", "O", "C", "H", "H", "H", "H"], "xyz": [[-0.3375, -0.0017, 0.1767], [0.8409, -1.4207, -0.4032], [1.2874, -1.9005, -1.6440], [0.1509, -1.6746, -2.6412], [-0.1779, -0.2334, -2.8672], [0.0442, 0.3556, -4.0999], [-0.4422, 1.6240, -4.3525], [-1.2669, 2.2005, -3.4076], [-1.4742, 1.5616, -2.1965], [-2.5396, 2.0501, -1.2646], [-1.9281, 2.6949, -0.0340], [-1.0431, 1.7595, 0.5130], [-2.9396, 2.9922, 1.0741], [-2.5110, 3.7639, 2.1539], [-3.3370, 3.9836, 3.2420], [-4.6151, 3.4364, 3.2690], [-5.0513, 2.6711, 2.2017], [-4.2157, 2.4479, 1.1118], [-1.2202, 3.9736, -0.4830], [0.1329, 3.9655, -0.7870], [0.7566, 5.1139, -1.2615], [0.0276, 6.2767, -1.4524], [-1.3333, 6.2851, -1.1693], [-1.9517, 5.1416, -0.6881], [-0.8104, 0.4307, -1.8750], [2.5898, -1.2491, -2.0958], [3.0158, -1.3496, -3.4186], [4.2387, -0.8293, -3.8152], [5.0662, -0.2167, -2.8840], [4.6605, -0.1376, -1.5602], [3.4284, -0.6454, -1.1679], [1.4815, -3.4124, -1.4484], [0.3962, -4.1462, -0.9673], [0.5212, -5.4906, -0.6624], [1.7438, -6.1298, -0.8349], [2.8291, -5.4083, -1.3055], [2.7013, -4.0555, -1.6056], [-0.7346, -2.1406, -2.2062], [0.3457, -2.1584, -3.5973], [0.5844, -0.1993, -4.8533], [-0.2374, 2.1216, -5.2911], [-1.7765, 3.1360, -3.5933], [-3.1107, 1.1837, -0.9336], [-3.1975, 2.7352, -1.7993], [-1.5151, 4.1922, 2.1334], [-2.9859, 4.5844, 4.0714], [-5.2641, 3.6081, 4.1178], [-6.0442, 2.2399, 2.2116], [-4.5854, 1.8415, 0.2965], [0.6928, 3.0513, -0.6683], [1.8169, 5.0912, -1.4806], [0.5110, 7.1723, -1.8208], [-1.9116, 7.1891, -1.3124], [-3.0103, 5.1625, -0.4530], [2.4066, -1.8675, -4.1507], [4.5499, -0.9142, -4.8488], [6.0256, 0.1822, -3.1876], [5.3093, 0.3145, -0.8198], [3.1140, -0.5842, -0.1379], [-0.5454, -3.6463, -0.7779], [-0.3312, -6.0354, -0.2761], [1.8489, -7.1798, -0.5944], [3.7888, -5.8935, -1.4324], [3.5681, -3.5043, -1.9460], [-3.4864, -0.7749, -2.1073], [-3.2755, -1.6519, -0.4510], [-3.3508, -3.4512, -1.0295], [-4.7553, -1.1311, 0.5824], [-1.7951, -1.3602, 0.4999], [-1.5616, -2.2598, 1.5887], [-2.5642, -3.1121, 2.0922], [-2.3369, -4.0874, 3.0448], [-1.0728, -4.2408, 3.5904], [-0.0809, -3.3611, 3.2058], [-0.3224, -2.3850, 2.2507], [0.6210, -1.4031, 2.0372], [1.9761, -1.7079, 2.1082], [2.4925, -2.8644, 1.5445], [3.8614, -3.0725, 1.5691], [4.7088, -2.1363, 2.1519], [4.1723, -0.9948, 2.7280], [2.7990, -0.7820, 2.7175], [-4.0491, -1.4881, -2.7147], [-2.5732, -0.5437, -2.6531], [-4.0893, 0.1317, -2.0423], [-4.3823, -3.8162, -1.0000], [-2.7478, -4.1404, -0.4454], [-3.0199, -3.5087, -2.0701], [-5.4686, -0.5651, -0.0214], [-4.4227, -0.4943, 1.4056], [-5.2952, -1.9738, 1.0171], [-3.5726, -3.0098, 1.7325], [-3.1570, -4.7178, 3.3630], [-0.8693, -5.0013, 4.3319], [0.8942, -3.4011, 3.6716], [1.8293, -3.5807, 1.0797], [4.2652, -3.9684, 1.1149], [5.7783, -2.2996, 2.1596], [4.8175, -0.2620, 3.1957], [2.3720, 0.1001, 3.1679], [3.8348, 5.2755, 3.5172], [3.1010, 4.0034, 2.5761], [3.6924, 3.5915, 1.3806], [3.1042, 2.6083, 0.6251], [1.8958, 1.9769, 1.0078], [1.3909, 1.1328, 0.1583], [1.3365, 2.3741, 2.2547], [0.1944, 1.7583, 2.9264], [-0.3993, 0.7435, 2.6214], [1.9484, 3.3994, 2.9978], [4.6120, 4.0585, 1.0517], [3.5371, 2.2980, -0.3168], [-0.1141, 2.2844, 3.8486], [1.4965, 3.7020, 3.9356]], "atomic_forces_ev_per_a": [[-0.755, -0.731, 0.639], [0.226, 0.884, -0.257], [-0.144, -0.211, 0.013], [0.079, 0.063, -0.031], [0.123, 0.078, 0.081], [-0.050, -0.044, -0.043], [-0.014, 0.020, -0.014], [-0.066, -0.033, -0.024], [-0.003, 0.067, 0.050], [0.097, -0.014, 0.190], [-0.010, 0.130, -0.027], [0.025, -0.425, -0.028], [0.010, -0.069, 0.035], [0.021, -0.028, 0.013], [-0.005, -0.004, -0.015], [0.009, 0.005, -0.005], [0.021, 0.009, -0.007], [0.006, 0.072, -0.025], [0.038, 0.004, 0.033], [0.004, 0.005, -0.056], [-0.028, -0.020, 0.001], [-0.023, -0.011, 0.000], [0.016, 0.002, -0.003], [-0.016, 0.014, 0.019], [0.484, 0.224, -0.053], [0.022, 0.019, 0.080], [-0.051, 0.032, -0.012], [0.007, 0.009, 0.016], [-0.018, -0.023, -0.014], [-0.015, -0.008, 0.011], [0.028, -0.044, -0.022], [-0.058, -0.044, 0.082], [0.002, -0.016, -0.020], [-0.001, 0.025, -0.023], [0.031, 0.016, 0.007], [-0.038, -0.006, -0.006], [-0.012, -0.036, -0.118], [-0.039, -0.080, -0.080], [0.027, 0.024, -0.013], [0.018, -0.003, 0.009], [-0.017, -0.007, -0.006], [0.008, 0.005, 0.005], [0.140, 0.228, 0.014], [-0.041, 0.005, 0.022], [-0.001, 0.003, -0.003], [0.000, 0.001, 0.004], [0.000, 0.002, 0.004], [-0.002, -0.006, -0.002], [-0.003, -0.003, -0.031], [-0.004, 0.016, -0.018], [0.004, 0.001, 0.004], [0.008, 0.004, 0.009], [-0.006, -0.001, -0.007], [0.005, 0.002, 0.004], [-0.007, 0.023, -0.001], [0.004, -0.004, -0.001], [0.001, 0.005, 0.001], [-0.012, 0.014, 0.008], [-0.018, 0.029, 0.056], [-0.003, 0.013, 0.014], [-0.002, -0.001, 0.005], [0.003, -0.002, 0.003], [0.004, -0.003, 0.002], [-0.015, -0.007, 0.009], [-0.059, 0.014, -0.200], [0.248, -0.300, -0.042], [-0.061, -0.007, 0.144], [-0.091, -0.034, 0.089], [0.163, 0.291, -0.008], [-0.222, 0.192, 0.052], [0.046, 0.093, -0.224], [0.057, -0.013, 0.011], [-0.069, -0.013, -0.005], [0.019, 0.026, 0.033], [-0.060, 0.190, 0.028], [0.160, -0.122, -0.118], [-0.145, -0.150, -0.052], [-0.005, -0.056, 0.034], [0.027, 0.033, 0.040], [-0.042, -0.009, -0.015], [-0.016, -0.005, 0.001], [0.080, 0.054, -0.013], [-0.083, -0.025, 0.031], [-0.411, -0.250, 0.004], [-0.012, -0.176, -0.120], [0.015, 0.026, -0.026], [0.043, -0.080, 0.120], [0.030, -0.014, 0.045], [-0.007, -0.008, 0.000], [-0.022, 0.009, -0.006], [-0.020, -0.007, -0.013], [-0.132, -0.001, -0.170], [-0.001, 0.002, -0.003], [-0.006, 0.005, 0.011], [0.020, 0.010, -0.024], [0.049, 0.018, 0.071], [0.005, 0.007, 0.004], [0.005, -0.004, -0.001], [0.004, 0.001, -0.006], [-0.032, 0.063, 0.006], [-0.018, -0.044, -0.026], [-0.002, 0.038, 0.015], [0.042, -0.031, -0.048], [0.073, 0.116, 0.030], [-0.179, -0.221, -0.142], [0.572, 0.238, -0.066], [-0.118, -0.005, 0.118], [0.135, 0.014, -0.005], [-0.056, -0.028, -0.070], [0.014, 0.024, 0.036], [-0.006, 0.006, -0.008], [0.020, -0.006, -0.024], [0.048, -0.029, 0.031], [0.005, 0.001, -0.002]], "lumo_energy_ha": [-0.025, -0.010], "gap_ev": [6.84, 7.17], "spin_multiplicity": 2}


| no. | DFT total energy (Eh) |
| --- | --- |
| 1 | -4235.8640 |
| 2 | -3441.5325 |